No. 1
16
Properties=species:S:1:pos:R:3 method="wB97M-V/def2-TZVPD" e_tot_ev=-8865.38104 e_above_lowest_ev=3.832 lumo_ev=0.9 smiles=O[C@H]1C[C@]2(CN2)C1 total_charge=0 e_homo_ev=-9.2279 spin_multiplicity=1
O 0.08 -0.73 2.66
C 0.10 0.10 1.55
C 1.14 -0.09 0.43
C 0.06 -0.07 -0.64
C 0.02 0.69 -1.90
N 0.22 -0.76 -1.90
C -1.03 -0.02 0.41
H -0.26 -1.57 2.33
H 0.18 1.12 1.97
H 1.58 -1.09 0.52
H 1.91 0.67 0.33
H 0.86 1.31 -2.20
H -0.96 1.07 -2.22
H -0.61 -1.25 -2.22
H -1.22 1.00 0.65
H -2.05 -0.37 0.23

***

No. 2
63
Properties=species:S:1:pos:R:3 method="wB97M-V/def2-TZVPD" e_tot_ev=-208641.92893 lumo_ev=2.2 total_charge=-1 e_homo_ev=-4.4491 spin_multiplicity=1
C 2.68 6.02 2.05
C 1.27 5.56 2.41
O 0.42 6.35 2.56
N 1.12 4.13 2.55
C 1.23 3.72 3.93
C 0.05 3.68 4.87
O 2.29 3.42 4.34
C -0.05 3.54 1.84
P -0.08 4.26 0.09
O -1.13 3.65 -0.75
O -1.32 3.86 2.27
B -2.04 2.57 2.39
P -3.56 2.49 3.60
S -4.97 3.72 2.91
O -0.99 1.55 2.64
C 0.12 1.97 1.86
C 0.26 1.26 0.51
C 0.65 -0.22 0.68
C 2.12 -0.53 0.51
F 2.23 -1.89 0.43
Br 3.20 0.07 2.02
C 2.78 0.00 -0.80
F 3.25 1.21 -0.65
F 3.84 -0.76 -1.06
Br 1.61 -0.07 -2.35
H 3.28 5.16 1.77
H 2.68 6.73 1.22
H 3.17 6.44 2.94
H -0.69 4.47 4.70
H 0.46 3.78 5.88
H -0.40 2.69 4.83
H 1.21 4.16 -0.51
H -0.38 5.64 0.17
H -2.53 2.19 1.34
H -3.27 2.91 4.92
H -4.15 1.20 3.64
H 0.95 1.58 2.46
H -0.72 1.29 0.02
H 0.95 1.80 -0.14
H 0.10 -0.80 -0.07
H 0.33 -0.59 1.65
C -1.32 -7.05 -4.49
C -0.40 -6.23 -3.60
N -0.26 -4.85 -4.01
C 0.80 -4.14 -3.32
C 0.67 -3.93 -1.81
C -1.51 -4.11 -4.16
C -2.43 -4.00 -2.94
H -0.99 -7.02 -5.53
H -1.31 -8.10 -4.17
H -2.35 -6.71 -4.44
H 0.59 -6.70 -3.63
H -0.74 -6.32 -2.56
H 0.95 -3.17 -3.80
H 1.73 -4.69 -3.51
H -0.04 -3.15 -1.57
H 1.63 -3.62 -1.40
H 0.38 -4.84 -1.29
H -2.08 -4.57 -4.97
H -1.28 -3.11 -4.53
H -2.52 -4.94 -2.40
H -3.43 -3.70 -3.26
H -2.08 -3.23 -2.25

***

No. 3
6
Properties=species:S:1:pos:R:3 method="wB97M-V/def2-TZVPD" e_tot_ev=-12947.35834 e_above_lowest_ev=0.120 lumo_ev=0.6 smiles=O.S total_charge=0 e_homo_ev=-10.1030 spin_multiplicity=1
O -2.98 1.99 0.80
H -2.34 1.25 0.93
H -2.80 2.32 -0.11
S 0.59 -0.37 -0.08
H 0.76 -1.65 0.33
H -0.05 -0.04 1.06

***

No. 4
18
Properties=species:S:1:pos:R:3 method="wB97M-V/def2-TZVPD" e_tot_ev=-18698.03400 e_above_lowest_ev=1.885 lumo_ev=0.9 smiles=CN[C@H](CO)CS total_charge=0 e_homo_ev=-8.5600 spin_multiplicity=1
C 0.55 -0.38 -2.13
N 1.19 -0.12 -0.86
C 0.39 0.24 0.33
C -0.82 1.05 -0.14
S -1.69 1.93 1.24
C -0.03 -1.03 1.05
O -0.25 -0.78 2.44
H 1.27 -0.86 -2.78
H -0.32 -1.02 -2.01
H 0.29 0.54 -2.67
H 1.92 0.55 -0.93
H 0.92 0.83 1.08
H -1.67 0.57 -0.62
H -0.58 1.85 -0.84
H -1.45 1.30 2.38
H -0.85 -1.57 0.55
H 0.81 -1.73 0.99
H 0.32 -1.38 2.92

***

No. 5
100
Properties=species:S:1:pos:R:3 method="wB97M-V/def2-TZVPD" e_tot_ev=-84809.85772 lumo_ev=-3.1 total_charge=+1 e_homo_ev=-11.6426 spin_multiplicity=1
C -0.83 6.69 -1.76
C -2.05 5.92 -2.25
C -3.03 5.56 -1.11
C -3.24 4.07 -1.01
O -2.02 3.51 -0.38
P -1.96 2.00 0.01
O -0.80 1.30 -0.75
C 0.45 2.06 -0.99
C 1.65 1.11 -0.83
C 1.27 -0.37 -0.94
C -1.84 1.74 1.74
C -0.68 1.14 2.25
C -0.62 0.91 3.62
C -1.69 1.26 4.44
C -2.84 1.87 3.91
C -2.93 2.11 2.55
S -3.75 0.93 -0.67
O -4.87 1.41 0.07
O -3.83 0.94 -2.10
C -3.43 -0.81 -0.07
F -4.20 -1.61 -0.75
F -2.16 -1.12 -0.25
F -3.71 -0.88 1.21
H -0.13 6.85 -2.57
H -1.09 7.66 -1.35
H -0.30 6.14 -0.98
H -2.56 6.53 -2.99
H -1.70 5.02 -2.75
H -3.98 6.07 -1.21
H -2.56 5.88 -0.18
H -3.41 3.65 -2.00
H -4.11 3.85 -0.39
H 0.54 2.89 -0.30
H 0.40 2.40 -2.02
H 2.09 1.25 0.15
H 2.38 1.34 -1.60
H 2.17 -0.95 -1.09
H 0.65 -0.57 -1.81
H 0.81 -0.75 -0.04
H 0.11 0.87 1.58
H 0.26 0.44 4.03
H -1.62 1.05 5.50
H -3.66 2.17 4.55
H -3.82 2.57 2.16
O 2.47 -3.37 -1.73
C 1.63 -3.76 -2.50
O 0.34 -3.69 -2.11
C -0.75 -3.98 -2.99
C -1.09 -5.46 -3.03
C 1.98 -4.35 -3.83
H -0.56 -3.57 -3.98
H -1.59 -3.43 -2.58
H -0.28 -6.09 -3.42
H -1.96 -5.62 -3.66
H -1.31 -5.82 -2.02
H 2.22 -5.40 -3.69
H 2.85 -3.83 -4.22
H 1.19 -4.27 -4.58
O -0.47 0.44 7.11
C -1.06 -0.42 7.72
O -0.85 -0.51 9.03
C -1.59 -1.38 9.90
C -1.02 -2.78 9.92
C -1.94 -1.44 7.04
H -2.65 -1.37 9.64
H -1.51 -0.93 10.89
H -1.07 -3.26 8.94
H -1.56 -3.40 10.64
H 0.03 -2.75 10.22
H -1.31 -2.23 6.64
H -2.46 -0.96 6.21
H -2.70 -1.88 7.68
O 1.16 9.04 -1.67
C 2.29 8.95 -2.06
O 2.58 9.33 -3.31
C 3.91 9.43 -3.82
C 4.43 8.09 -4.32
C 3.38 8.35 -1.19
H 4.57 9.87 -3.08
H 3.85 10.13 -4.64
H 4.49 7.36 -3.52
H 5.42 8.21 -4.76
H 3.75 7.70 -5.09
H 3.33 7.27 -1.27
H 3.19 8.64 -0.16
H 4.38 8.68 -1.44
O 1.18 -7.58 -3.78
C 1.61 -8.68 -3.53
O 1.09 -9.35 -2.50
C 1.41 -10.72 -2.21
C 2.67 -10.85 -1.39
C 2.77 -9.27 -4.30
H 1.45 -11.31 -3.13
H 0.56 -11.09 -1.64
H 3.54 -10.47 -1.92
H 2.86 -11.89 -1.13
H 2.58 -10.27 -0.47
H 3.70 -8.87 -3.89
H 2.68 -8.95 -5.34
H 2.81 -10.35 -4.29

***

No. 6
44
Properties=species:S:1:pos:R:3 method="wB97M-V/def2-TZVPD" e_tot_ev=-43234.19556 e_above_lowest_ev=0.000 lumo_ev="5.1 / 5.1" s2=2.0075 total_charge=-2 e_homo_ev="1.1402 / -1.6169" spin_multiplicity=3
Pd 10.55 9.96 6.07
N 10.80 12.25 4.76
C 12.23 12.39 4.45
C 13.12 11.72 5.52
O 14.20 12.29 5.77
N 12.64 10.62 6.04
C 13.36 10.10 7.20
C 12.37 9.96 8.41
O 12.87 9.92 9.52
O 11.13 9.91 8.17
H 10.16 12.64 4.07
H 10.55 12.68 5.66
H 12.55 13.44 4.37
H 12.43 11.90 3.50
H 14.17 10.76 7.47
H 13.75 9.09 6.98
C 7.40 10.64 4.14
Si 8.13 9.87 5.80
C 6.94 10.73 7.10
C 7.54 8.07 5.66
C 6.18 7.74 5.61
C 5.80 6.41 5.44
C 6.78 5.42 5.36
C 8.13 5.74 5.49
C 8.52 7.07 5.63
Si 10.35 7.62 5.73
C 11.14 6.94 4.08
C 11.19 6.31 6.91
H 6.29 10.57 4.03
H 7.85 10.14 3.27
H 7.69 11.70 4.12
H 5.87 10.47 6.94
H 7.06 11.82 6.97
H 7.20 10.46 8.12
H 5.42 8.52 5.65
H 4.74 6.14 5.39
H 6.47 4.38 5.22
H 8.85 4.93 5.45
H 10.95 5.86 3.95
H 12.22 7.09 4.14
H 10.81 7.43 3.15
H 10.95 5.28 6.58
H 10.93 6.41 7.97
H 12.28 6.45 6.79

***

No. 7
8
Properties=species:S:1:pos:R:3 method="wB97M-V/def2-TZVPD" e_tot_ev=-83507.47756 e_above_lowest_ev=0.216 lumo_ev=-0.8 smiles="C#CP=C=CBr" total_charge=0 e_homo_ev=-9.4255 spin_multiplicity=1
C -1.85 -0.57 -0.73
C 2.66 0.37 1.03
C -0.87 0.22 -0.43
C 1.60 0.61 0.51
P 0.34 1.35 -0.47
Br -3.61 -0.71 0.09
H -1.79 -1.31 -1.52
H 3.53 0.04 1.52